C3H5Br2Cl | ωB97M-V/def2-TZVPD

Geometry as XYZ:
```
11
Properties=species:S:1:pos:R:3:forces:R:3:nbo_charge:R:1
C -0.7894 1.1368 -0.9094 0.20 -0.79 2.26 -0.646
C 0.4095 1.0009 -0.0582 2.00 -1.29 0.66 -0.210
C 1.4088 0.0939 -0.0446 -0.50 0.92 -0.23 -0.195
Cl -1.8834 -3.0471 2.0114 -3.29 0.68 1.45 -0.240
Br 2.9393 0.3512 1.1691 -1.18 -0.53 -0.94 0.069
Br 1.4274 -1.3613 -1.2920 0.27 0.53 0.55 0.072
H -1.4465 0.3549 -0.5232 -0.66 0.30 -0.34 0.238
H -0.5604 0.9543 -1.8922 0.35 -0.51 -2.50 0.227
H -1.1585 2.1294 -0.7777 -0.66 0.46 0.01 0.226
H -0.8129 -3.2623 1.5374 3.31 -0.65 -1.47 0.240
H 0.4660 1.6490 0.7794 0.16 0.87 0.55 0.218
```
Positions in Å, forces in eV/Å.

Output
- Energy relative to the best compared isomer or geometry (same formula, charge and spin): 26.1 kcal per mole
- Strongest force on any atom: 0.072 Eh/bohr
- Highest occupied orbital energy: -9.32 eV
- Orbital gap: 9.6 eV
- Total charge: 0